Entry 1:
DFT (ωB97M-V/def2-TZVPD) results for a structure of composition C36H46LaN11O3S.

Results
Energy ... -72296.4605 eV
HOMO ... -12.134 eV
Total charge ... +2
ΔE to the lowest compared entry with this formula, charge and spin ... 46.6 kcal per mole
F_max ... 3.8 eV/Å

XYZ file:
```
98
Properties=species:S:1:pos:R:3:forces:R:3:mulliken_charge:R:1
La 11.562944 9.925116 10.415065 -0.9 1.7 -1.8 1.995
O 12.250726 8.602180 15.863236 -0.1 -0.3 0.4 -0.336
C 10.900794 8.696692 15.831314 -0.7 -0.9 0.0 0.933
C 10.077292 8.349468 16.953935 1.8 -0.1 0.4 -0.658
C 8.769272 8.734122 17.022243 -0.6 0.3 -1.5 -0.672
C 8.185043 9.200094 15.803139 0.8 -0.4 0.4 -0.805
C 8.919753 9.327606 14.640481 0.6 0.5 0.0 -0.520
C 10.326117 9.099919 14.619019 -0.1 0.3 1.0 0.521
C 11.126945 9.233738 13.384880 -0.6 -0.7 -0.8 0.086
O 10.586421 9.906427 12.407012 0.0 -0.6 1.6 -0.444
N 12.226579 8.473713 13.220650 0.2 -0.3 0.1 -1.016
N 12.529114 8.355876 11.905314 2.1 -2.0 -1.0 0.880
C 13.538228 7.639471 11.389515 -1.9 1.0 3.1 -1.045
C 13.755697 7.482205 9.983008 -0.8 0.5 -0.8 0.817
C 14.788662 6.696994 9.527173 1.7 -0.7 -0.2 -0.703
C 14.961665 6.498821 8.160551 -0.6 -0.2 -1.0 -0.456
C 14.090439 7.177148 7.276407 1.2 -0.7 0.2 -0.809
C 13.192845 8.071175 7.827814 -0.3 -0.4 -0.3 -0.322
N 12.943088 8.139239 9.117788 0.6 0.1 1.1 0.156
H 12.534528 8.092350 16.629146 -0.1 0.1 0.2 0.310
H 10.541430 7.775818 17.790298 -0.2 0.9 -0.5 0.265
H 8.201068 8.704450 17.958795 0.2 -0.4 -0.6 0.402
H 7.142450 9.381365 15.748028 -0.8 0.4 0.1 0.460
H 8.447830 9.740946 13.746646 0.1 -0.4 0.2 0.231
H 14.241094 7.087755 12.000760 0.0 0.1 0.5 0.367
H 15.543021 6.268475 10.210197 -0.8 0.2 -0.2 0.486
H 15.714734 5.778859 7.746152 -0.7 0.9 0.6 0.417
H 14.168569 6.987142 6.207131 -0.1 0.4 0.2 0.457
H 12.600439 8.756949 7.256316 -0.3 0.0 -0.7 0.515
C 13.979925 15.235785 10.020873 0.5 0.7 0.3 -1.254
N 12.801345 14.563220 10.494487 -0.8 0.1 -1.1 -0.099
C 12.762729 13.915770 11.660158 -0.7 -0.3 -0.6 0.463
N 13.788948 14.137772 12.508408 -1.2 -1.2 -0.2 -0.320
S 11.500168 12.813191 12.078692 0.7 0.4 -0.1 -0.285
H 13.733199 15.685071 9.084426 0.0 0.1 -0.8 0.373
H 14.805162 14.534787 9.893989 0.1 0.1 0.1 0.384
H 14.272229 16.095132 10.641496 0.0 -0.4 0.1 0.393
H 12.063374 14.493573 9.765804 0.6 -0.4 1.6 0.177
H 14.298976 14.992660 12.508216 0.4 0.4 0.1 0.208
H 13.591979 13.630247 13.353657 0.6 0.3 0.6 0.251
C 8.762444 7.768395 8.672813 0.8 -1.1 -0.5 -0.706
C 7.473072 6.929043 8.699324 -1.4 -1.3 -0.8 -0.675
N 6.793130 6.931267 10.028204 0.8 2.3 0.2 -0.155
C 6.597821 8.420380 10.358584 -0.9 -1.0 0.6 -1.007
C 7.915195 9.191561 10.425334 1.5 -0.5 -0.7 0.069
N 9.069857 8.286812 10.020789 -0.1 -0.4 0.7 0.634
C 9.108393 7.062268 10.942301 -0.1 0.7 0.0 -0.255
C 7.735654 6.382556 11.050192 -0.8 -1.2 -1.0 -0.834
H 8.729507 8.563839 7.910375 0.0 0.0 0.5 0.359
H 9.558323 7.032651 8.356131 -0.3 1.1 0.4 0.314
H 7.725798 5.854070 8.423197 -0.4 1.2 0.4 0.272
H 6.721464 7.278553 7.918642 0.9 -0.4 1.0 0.256
H 5.966062 8.516245 11.268292 0.9 -0.3 -0.1 0.279
H 5.941651 8.899712 9.659212 -0.2 -0.2 -1.0 0.393
H 8.155225 9.565820 11.396716 0.0 0.1 0.9 -0.065
H 8.028507 10.070113 9.761599 -0.6 -0.4 0.0 0.155
H 9.448550 7.320409 11.950912 0.2 0.4 -0.3 -0.182
H 9.818547 6.359129 10.517148 0.3 0.1 -0.1 0.514
H 7.291608 6.379414 12.063947 0.1 0.5 -0.6 0.306
H 7.811450 5.295812 10.795877 0.2 0.7 0.2 0.329
C 8.818366 14.702319 8.022676 1.0 0.3 -1.0 -0.787
N 9.355449 13.329937 8.024756 0.4 -1.1 0.0 0.177
C 9.607978 12.487622 6.931869 0.8 -0.3 1.4 -0.625
C 10.254483 11.375541 7.431180 -1.0 0.7 0.6 -0.735
N 10.308872 11.469358 8.812964 -0.5 1.4 -0.7 0.259
C 9.772654 12.656182 9.119180 0.5 -0.2 0.4 -1.056
H 8.649522 15.002149 6.966742 0.1 -0.2 0.8 0.307
H 9.527252 15.423719 8.492055 -0.3 -0.7 -0.4 0.291
H 7.906103 14.748256 8.566739 -0.8 -0.1 0.3 0.346
H 9.345458 12.741148 5.944357 -0.2 0.4 -0.8 0.456
H 10.646563 10.478623 6.979075 -0.2 0.2 -0.5 0.495
H 9.812843 13.042242 10.151675 -0.4 0.0 -0.8 0.717
C 18.573403 11.240018 10.566017 -0.2 -0.6 1.1 -0.946
N 17.203051 11.209414 10.047289 -0.6 0.6 -1.8 -0.082
N 16.084866 10.842178 10.808552 -0.3 0.7 -1.0 0.709
C 14.924823 11.141284 10.068486 1.6 0.2 -0.5 -0.356
O 13.771158 10.825671 10.424234 -0.1 -0.1 0.2 0.152
C 15.364700 11.786477 8.868966 0.6 -0.9 0.3 -1.026
C 16.756131 11.776974 8.856576 -0.8 -0.4 1.8 0.853
C 17.619014 12.411754 7.829689 1.8 0.3 1.1 -1.734
C 16.203467 9.858094 11.823988 0.1 -0.3 1.1 0.043
C 17.092466 8.809338 11.668664 0.4 -0.9 0.0 0.117
C 17.243742 7.843363 12.696169 -0.4 0.6 -1.1 -0.910
C 16.480001 7.881957 13.825093 -1.1 1.3 0.6 -0.793
C 15.561250 8.968853 13.976679 0.7 -1.4 0.3 -0.059
C 15.463024 9.959647 13.032774 -0.2 1.1 -0.5 -0.288
H 18.544236 11.491091 11.664613 0.2 -0.3 -1.2 0.305
H 19.150813 11.971089 10.026112 -0.1 0.5 -0.1 0.402
H 19.096830 10.279691 10.398239 -0.4 0.4 0.3 0.332
H 14.738958 11.990884 8.010064 0.0 0.2 0.3 0.611
H 17.021823 12.954506 7.123731 -0.3 0.1 -0.4 0.405
H 18.265694 11.681738 7.306148 -0.3 0.4 0.3 0.337
H 18.298546 13.172198 8.342657 -0.7 -0.9 -0.7 0.385
H 17.711089 8.671614 10.759713 -0.7 0.3 0.6 0.533
H 17.870961 7.004563 12.512741 0.7 -0.4 0.0 0.446
H 16.584764 7.142265 14.618501 -0.1 0.1 -0.3 0.419
H 14.914479 8.957076 14.843649 0.0 0.3 0.0 0.333
H 14.852695 10.867426 13.261164 0.4 -1.0 -0.5 0.167
```
Positions in Å, forces in eV/Å.

---

Entry 2:
DFT (ωB97M-V/def2-TZVPD) results for a cluster of 5 separate species, C36H47BCl2F32N3O6 in total.

Results
Energy ... -167528.2242 eV
HOMO ... -5.267 eV
Total charge ... -1
F_max ... 4.2 eV/Å

XYZ file:
```
127
Properties=species:S:1:pos:R:3:forces:R:3:mulliken_charge:R:1
C 0.241029 -1.174635 2.361843 0.3 -0.5 0.4 -1.102
C 1.705016 -1.207137 1.731110 0.1 1.6 0.9 0.441
O 1.749789 -1.801869 0.392811 0.5 1.5 -0.6 -0.355
C 2.766464 -1.139377 -0.350160 3.5 -0.1 0.4 0.513
O 3.966871 -1.342546 -0.046183 -4.1 0.6 -1.0 -0.622
C 2.371221 -0.140168 -1.530461 -0.6 -0.5 0.4 -0.650
C 1.304147 0.986631 -1.071075 -0.4 -0.4 -1.4 0.492
C 1.742007 2.452737 -1.554506 -0.9 -0.3 -0.5 -0.998
B 1.843443 3.559564 -0.304238 -1.0 -0.7 -0.6 -0.708
C 0.283940 3.643290 0.290343 -0.8 0.7 -0.1 -0.588
C 0.009172 4.929947 1.208629 0.0 0.1 -0.1 -0.613
C 2.298678 4.976697 -0.995248 -0.4 0.7 0.0 -1.095
C 2.968381 6.053586 -0.004569 -0.4 0.9 -2.0 0.716
C 4.339112 6.565303 -0.672347 0.2 0.6 0.9 -0.848
C 5.672744 6.080799 0.079255 0.0 0.4 -1.5 -0.350
N 6.451244 7.332875 0.426402 1.7 -1.6 0.6 -0.351
C 7.846579 7.032260 0.761118 1.6 1.6 -1.0 0.516
N 8.854458 7.737773 0.295038 -2.1 -1.1 1.0 -0.695
N 8.198897 5.920036 1.684023 -1.9 1.5 -1.2 -0.636
C 2.868731 2.976995 0.839285 3.4 -0.9 0.6 0.756
Cl 2.198746 2.648462 2.544286 0.5 0.3 -1.3 -0.227
C 4.235871 2.656575 0.667859 -2.8 0.9 0.0 0.141
C 4.952545 2.834682 -0.736987 1.4 -0.9 1.1 -0.628
Cl 5.195343 1.993650 2.102887 -0.5 0.6 -1.8 -0.286
H 0.062853 -2.179491 2.867887 -0.1 1.2 -0.8 0.315
H 0.151780 -0.382521 3.190733 0.5 -1.1 -1.3 0.311
H -0.582189 -0.941362 1.613285 1.2 -0.4 0.8 0.190
H 2.458057 -1.739451 2.418261 -1.2 0.7 -1.0 0.290
H 2.037918 -0.109729 1.621314 -0.3 -1.7 0.4 -0.214
H 3.275629 0.397829 -1.978003 -1.0 -1.2 1.1 0.332
H 1.946685 -0.802103 -2.373092 0.4 1.0 1.3 0.355
H 0.324750 0.714332 -1.615165 1.3 0.4 1.0 0.333
H 1.062601 0.958935 0.039364 0.6 0.0 -1.4 -0.554
H 0.873901 2.847024 -2.209219 1.3 -0.5 0.8 0.186
H 2.662475 2.469082 -2.235805 -1.1 -0.4 0.9 0.448
H -0.042277 2.680074 0.808525 0.4 1.3 -0.4 0.105
H -0.409935 3.750461 -0.629630 0.9 -0.2 1.3 0.196
H -0.254427 5.841109 0.553489 0.4 -1.3 0.9 0.129
H -0.866671 4.749952 1.919973 1.1 0.4 -0.8 0.318
H 0.934265 5.244691 1.816601 -1.5 -0.7 -0.8 -0.066
H 2.942951 4.756856 -1.929108 -0.7 0.6 1.5 0.327
H 1.333015 5.449096 -1.421796 1.4 -0.7 0.5 0.330
H 3.063122 5.725044 1.078596 0.2 0.1 -1.4 0.248
H 2.266736 6.967739 0.004403 1.1 -1.4 0.2 -0.273
H 4.448106 6.296798 -1.777955 -0.5 0.2 1.5 0.261
H 4.315144 7.719800 -0.643654 0.2 -1.7 0.0 0.314
H 6.313391 5.514331 -0.698466 -1.0 0.4 1.3 0.244
H 5.493022 5.406868 0.977183 0.1 1.1 -1.1 0.254
H 6.463340 7.973274 -0.388423 -0.1 -0.7 0.8 0.279
H 8.511596 8.500998 -0.309496 0.0 -0.5 0.2 0.222
H 8.145728 5.072814 1.101768 -0.1 0.2 0.6 0.322
H 7.413583 5.912605 2.364174 0.7 -0.5 -0.5 0.348
H 4.762904 3.828428 -1.248949 -0.2 -1.4 0.7 0.182
H 4.736429 1.925734 -1.404478 0.2 1.5 0.9 0.097
H 6.087090 2.790115 -0.530094 -1.6 0.1 -0.3 0.367
C -4.629777 -3.930378 1.393167 0.1 -0.7 0.3 -0.553
C -5.572279 -3.138894 0.460148 -0.3 -0.1 0.9 0.875
C -4.914185 -2.070152 -0.416699 0.0 0.3 -0.8 0.144
F -4.309218 -1.107610 0.297641 -0.1 -0.1 0.1 -0.224
F -5.851620 -1.449684 -1.180613 -0.2 -0.3 0.1 -0.293
F -6.578161 -2.610663 1.197847 0.2 0.1 -0.2 -0.297
F -6.157857 -4.049850 -0.372161 0.4 0.1 -0.2 -0.298
O -4.547947 -3.496157 2.759219 0.3 1.3 -0.5 -0.456
C -3.655802 -2.443219 3.056643 0.2 -1.7 -0.7 0.819
C -4.371854 -1.180981 3.552119 -0.3 0.7 0.3 0.138
F -5.266831 -0.725823 2.650215 0.1 -0.3 0.0 -0.222
F -3.485704 -0.179305 3.762920 0.2 -0.4 0.0 -0.231
F -2.859449 -2.217864 1.997674 0.0 0.4 0.3 -0.221
F -2.847257 -2.909402 4.036095 -0.3 0.4 0.2 -0.322
H -5.053381 -4.936183 1.463904 -0.2 0.3 0.0 0.289
H -3.640060 -4.080036 0.954154 -0.1 0.3 0.0 0.399
H -4.179597 -2.517314 -1.094817 0.0 -0.1 0.1 0.236
H -4.904750 -1.376303 4.485599 0.1 -0.2 0.0 0.230
C -4.229901 -7.585704 -4.324888 0.8 0.1 -0.3 -0.798
C -5.499398 -8.396784 -4.664580 0.6 -0.5 0.6 0.905
C -6.830388 -7.648703 -4.549819 -0.8 0.1 -0.4 0.077
F -7.074286 -7.202751 -3.306267 0.1 -0.1 0.0 -0.186
F -7.860320 -8.474681 -4.870090 0.3 -0.1 -0.1 -0.289
F -5.510477 -9.526674 -3.918906 -0.2 0.2 0.0 -0.260
F -5.369218 -8.805694 -5.961119 -0.2 0.4 0.0 -0.337
O -3.685071 -7.734835 -3.004846 -1.3 0.4 0.6 -0.251
C -4.247750 -6.935246 -1.987175 0.7 0.2 -1.6 0.767
C -4.955525 -7.762088 -0.906416 -0.2 -0.6 0.5 0.521
F -5.937947 -8.527509 -1.424365 0.2 0.1 -0.2 -0.236
F -5.534577 -6.950770 0.012364 0.2 0.3 -0.2 -0.200
F -5.040476 -5.998117 -2.536244 -0.1 0.0 0.5 -0.305
F -3.212439 -6.263019 -1.427867 -0.1 -0.3 0.4 -0.339
H -3.442681 -7.976697 -4.975975 -0.2 -0.2 0.2 0.430
H -4.323371 -6.534084 -4.606874 -0.3 -0.1 0.2 0.298
H -6.862984 -6.798668 -5.239435 0.2 0.0 0.0 0.283
H -4.251471 -8.421556 -0.394069 0.2 0.1 -0.1 -0.053
C -0.677511 -8.895285 -1.350466 -0.2 0.8 -0.3 -0.448
C -1.288897 -10.090672 -0.587702 -0.1 0.0 -1.1 1.046
C -0.333925 -10.877780 0.313745 0.0 -0.4 0.8 0.037
F 0.684796 -11.433624 -0.362591 -0.1 0.1 -0.1 -0.226
F -0.995972 -11.899107 0.917950 -0.2 0.2 -0.1 -0.280
F -1.904506 -10.908051 -1.474043 0.2 -0.1 0.2 -0.294
F -2.281413 -9.584737 0.206688 0.3 0.0 0.3 -0.357
O -0.289797 -9.123080 -2.713697 0.7 -1.1 0.4 -0.436
C 0.983984 -9.684327 -2.949024 -0.7 1.6 0.7 0.810
C 0.908364 -11.073234 -3.594659 -0.1 -0.7 -0.4 0.217
F 0.204614 -11.940633 -2.837017 0.0 0.3 0.0 -0.212
F 2.147503 -11.600848 -3.743517 0.0 0.4 0.1 -0.265
F 1.701282 -9.670281 -1.811058 0.2 -0.4 -0.3 -0.288
F 1.612918 -8.837164 -3.794446 -0.1 -0.5 -0.2 -0.285
H -1.473387 -8.148993 -1.426894 0.0 -0.3 -0.1 0.035
H 0.111202 -8.397234 -0.781099 0.1 -0.3 0.0 0.399
H 0.076545 -10.238708 1.102561 -0.1 0.1 -0.1 0.305
H 0.432195 -11.021182 -4.576417 0.0 0.2 0.0 0.226
C 0.321396 9.139599 3.706721 -0.3 -0.4 0.7 -1.005
C 0.924828 8.838598 2.317495 -0.9 -0.3 0.0 1.137
C 2.006954 9.808305 1.833233 0.8 -0.2 -0.5 0.069
F 1.561482 11.072401 1.711188 -0.2 0.0 0.0 -0.229
F 2.451618 9.439538 0.604923 -0.2 -0.2 0.2 -0.261
F -0.078968 8.734626 1.414734 0.2 0.3 0.0 -0.302
F 1.487618 7.600209 2.395552 0.3 0.5 0.3 -0.291
O -0.928896 9.847424 3.745494 0.5 1.2 -0.8 -0.404
C -0.889438 11.255349 3.672997 0.6 -1.6 1.1 0.765
C -1.554768 11.801389 2.403750 -0.4 0.1 -0.7 0.197
F -0.980586 11.311711 1.286406 0.0 -0.1 0.3 -0.202
F -1.438142 13.151425 2.343697 0.1 -0.1 0.4 -0.266
F 0.377393 11.681340 3.829224 -0.3 0.4 -0.2 -0.276
F -1.567668 11.702919 4.756229 -0.3 0.2 -0.4 -0.305
H 0.081557 8.165902 4.143477 -0.1 0.1 -0.3 0.465
H 1.053396 9.575515 4.391075 0.0 0.2 -0.3 0.338
H 2.867921 9.804235 2.509896 -0.1 -0.1 0.1 0.296
H -2.615681 11.542391 2.377776 0.0 -0.1 0.2 0.235
```
Positions in Å, forces in eV/Å.